Entry 1:
The ion C5H5O3 with charge -1. Source: OMol25; level of theory: ωB97M-V/def2-TZVPD.

Geometry as XYZ:
```
13
Properties=species:S:1:pos:R:3:forces:R:3:lowdin_charge:R:1
C -1.760 0.102 0.321 -2.89 -0.59 0.33 0.049
C -0.594 0.269 0.495 5.73 0.39 1.49 -0.009
C -3.302 -0.417 0.345 1.93 -0.23 -0.22 -0.805
C 1.022 0.509 0.364 -0.97 2.86 -0.94 -0.318
C 1.317 -0.039 -0.970 4.69 -2.14 0.89 -0.144
O -3.806 -0.431 1.450 -0.43 0.52 1.28 -0.038
O -3.659 -0.871 -0.728 -0.46 -0.09 -1.40 -0.053
O 2.351 0.336 1.197 -2.96 -0.02 -0.16 -0.116
H 1.140 1.640 0.133 -0.51 -1.65 1.24 0.142
H 1.491 -1.145 -0.919 -1.00 0.59 -0.42 0.098
H 2.377 0.292 -1.148 -0.73 -0.03 -0.32 0.084
H 0.744 0.333 -1.738 -1.71 0.31 -1.58 0.053
H 2.677 -0.577 1.199 -0.70 0.06 -0.20 0.057
```
Forces are in eV/Å.

- relative energy (zero: lowest compared OMol25 entry of this formula, charge and spin) (kJ/mol) = 322.3
- total energy (a.u.) = -419.167051
- orbital gap (hartree) = 0.288
- total charge = -1
- highest occupied orbital energy (hartree) = -0.1688
- E_LUMO (hartree) = 0.1195
- M (u) = 113.1
- SMILES = C[C@H](O)C#CC(=O)[O-]



Entry 2:
A structure of composition C5H5OSr. Source: OMol25; level of theory: ωB97M-V/def2-TZVPD.

Geometry as XYZ:
```
12
Properties=species:S:1:pos:R:3:forces:R:3:lowdin_charge:R:1
C -1.949 3.739 -0.944 2.21 -0.02 -3.76 -0.087
C -1.910 3.049 -2.190 1.99 3.05 1.71 -0.118
H -2.372 4.096 -0.004 -1.80 -1.74 -0.14 0.086
H -1.155 4.490 -0.876 0.97 0.14 -0.86 0.037
H -1.091 3.412 -2.822 1.46 1.19 0.30 0.026
H -2.248 2.403 -3.002 -1.61 -0.71 1.45 0.081
C -3.341 2.130 -0.950 -2.55 -5.64 3.09 0.005
C -2.863 0.949 -0.328 -1.07 2.93 -2.40 -0.086
H -4.353 2.441 -0.661 0.05 0.37 0.20 0.061
C -1.811 0.357 0.000 1.76 1.46 0.40 -0.272
O -0.545 0.348 0.059 0.43 -0.44 -0.17 -0.330
Sr 1.542 1.565 -0.496 -1.82 -0.60 0.18 1.597
```
Forces are in eV/Å.

- total energy (a.u.) = -298.837819
- orbital gap (spin up / spin down) (hartree) = 0.133 / 0.125
- total charge = +1
- highest occupied orbital energy (spin up / spin down) (hartree) = -0.3479 / -0.3347
- E_LUMO (spin up / spin down) (hartree) = -0.2150 / -0.2097
- M (u) = 168.7



Entry 3:
The molecule C5H6. Source: OMol25; level of theory: ωB97M-V/def2-TZVPD.

Geometry as XYZ:
```
11
Properties=species:S:1:pos:R:3:forces:R:3:lowdin_charge:R:1
C -0.171 0.557 -0.132 -0.20 -7.37 1.43 -0.033
C 0.175 1.736 -0.007 2.38 4.67 -0.30 -0.139
C -0.536 -2.300 -0.385 -5.35 3.29 6.15 -0.073
C 0.831 2.926 0.045 -2.02 -1.33 3.10 0.014
C -0.086 -0.800 0.183 -2.71 3.05 -6.13 -0.070
H -0.677 -2.744 0.808 1.43 -0.09 -3.71 0.142
H -1.659 -2.179 -0.375 0.75 -0.16 -1.22 0.055
H 0.935 3.619 -0.731 -0.21 0.70 -1.29 0.017
H 0.922 3.399 1.099 0.60 -1.20 -1.75 0.089
H 0.500 -1.376 0.694 4.00 -0.27 5.41 -0.013
H -0.232 -2.838 -1.200 1.34 -1.29 -1.69 0.011
```
Forces are in eV/Å.

- relative energy (zero: lowest compared OMol25 entry of this formula, charge and spin) (kJ/mol) = 583.9
- total energy (a.u.) = -193.858083
- orbital gap (spin up / spin down) (hartree) = 0.286 / 0.285
- highest occupied orbital energy (spin up / spin down) (hartree) = -0.3024 / -0.3023
- E_LUMO (spin up / spin down) (hartree) = -0.0163 / -0.0174
- M (u) = 66.1
- SMILES = C=C=C=CC



Entry 4:
The molecule C5H6. Source: OMol25; level of theory: ωB97M-V/def2-TZVPD.

Geometry as XYZ:
```
11
Properties=species:S:1:pos:R:3:forces:R:3:lowdin_charge:R:1
C -0.967 -0.929 -1.322 0.78 0.17 1.33 -0.012
C -1.712 -0.260 -0.519 1.27 -0.27 -0.71 -0.033
C 1.430 0.735 1.154 1.28 1.79 -1.46 -0.026
C 0.727 0.614 0.032 -0.54 -2.08 -0.89 -0.134
C -0.319 -0.529 0.020 -0.99 0.86 -0.25 -0.269
H -0.666 -1.368 -2.239 -0.20 -0.28 -0.54 0.083
H -2.567 0.320 -0.394 -1.27 0.65 0.26 0.075
H 2.336 1.286 1.363 0.14 0.74 -0.98 0.046
H 1.193 0.350 2.077 -1.32 -1.73 1.60 0.023
H 0.905 1.032 -1.032 0.07 -0.34 2.17 0.129
H -0.359 -1.252 0.858 0.78 0.49 -0.53 0.117
```
Forces are in eV/Å.

- relative energy (zero: lowest compared OMol25 entry of this formula, charge and spin) (kJ/mol) = 292.7
- total energy (a.u.) = -193.968988
- orbital gap (hartree) = 0.381
- highest occupied orbital energy (hartree) = -0.3330
- E_LUMO (hartree) = 0.0482
- M (u) = 66.1
- SMILES = C=CC1C=C1



Q: total energy of number 4 (C5H6)?
A: -193.968988 a.u.



Q: Which formula does entry 3 have?
A: C5H6